## a
The following is a quantum chemistry calculation of C39H38AsBaCl4N11O4P2 as an isolated structure, from OMol25.

Output
- LUMO energy: 3.52 eV
- HOMO-LUMO gap: 0.1637 Eh
- Total charge: -2
- Multiplicity: 1
- Molecular weight: 1140.8 g mol⁻¹

Cartesian coordinates (Å):
Ba1 -0.00243 1.27583 -0.07246
N1 3.82279 3.04636 1.59794
C1 3.78161 1.88385 0.86168
N2 4.86218 1.18220 0.46214
N3 4.35814 0.18694 -0.25799
N4 3.07576 0.27266 -0.29252
N5 2.66710 1.33258 0.44354
C2 2.87601 4.08349 1.42869
N6 3.13482 5.30313 1.88944
N7 2.05829 6.01273 1.52023
N8 1.21936 5.26122 0.88956
N9 1.69622 4.00642 0.80432
H1 4.75533 3.39574 1.74631
O1 1.13368 0.70490 -2.13075
P1 1.60345 -0.70031 -1.75245
C3 0.80395 -1.58720 -0.14535
P2 -1.12968 -1.53947 0.30117
O2 -1.44044 -0.28687 1.07053
C4 -2.29882 -1.64750 -1.06827
C5 -2.40407 -2.76737 -1.89085
C6 -3.43338 -2.83981 -2.81160
C7 -4.34845 -1.79526 -2.90654
C8 -4.24007 -0.69095 -2.07940
C9 -3.22095 -0.60803 -1.13848
C10 -1.30558 -2.92454 1.42938
C11 -1.94216 -4.12053 1.13275
C12 -2.05211 -5.10242 2.10197
C13 -1.52856 -4.88911 3.36756
C14 -0.90332 -3.68762 3.66869
C15 -0.79095 -2.70344 2.70367
C16 3.08875 -1.28885 -2.54987
C17 3.85975 -2.30880 -2.01458
C18 4.97650 -2.75707 -2.70251
C19 5.33086 -2.16572 -3.90530
C20 4.56650 -1.12752 -4.41846
C21 3.44272 -0.68623 -3.74429
C22 0.51783 -1.65870 -2.93394
C23 -0.32648 -0.97717 -3.80337
C24 -0.99339 -1.64455 -4.81737
C25 -0.82348 -3.00786 -4.98843
C26 0.00978 -3.70414 -4.12586
C27 0.67298 -3.03037 -3.11548
H2 1.27330 -1.30049 0.81190
H3 1.03352 -2.64279 -0.31091
H4 -1.66779 -3.56219 -1.84530
H5 -3.51747 -3.70160 -3.46251
H6 -5.14973 -1.84922 -3.63426
H7 -4.95579 0.11983 -2.13163
H8 -3.18962 0.26134 -0.47504
H9 -2.38434 -4.28211 0.16034
H10 -2.56257 -6.02936 1.87118
H11 -1.62429 -5.65110 4.13140
H12 -0.51393 -3.50281 4.66109
H13 -0.33413 -1.75169 2.94535
H14 3.61256 -2.73828 -1.05084
H15 5.58000 -3.55165 -2.28160
H16 6.21402 -2.50044 -4.43568
H17 4.84875 -0.65375 -5.35088
H18 2.84257 0.12304 -4.14197
H19 -0.45492 0.08818 -3.67252
H20 -1.64927 -1.08949 -5.47796
H21 -1.33819 -3.52231 -5.79137
H22 0.15429 -4.77184 -4.24604
H23 1.33438 -3.59868 -2.46846
Cl1 -3.36477 0.83454 6.16143
C28 -3.39055 1.23420 4.46786
C29 -4.55128 1.12062 3.74600
Cl2 -6.02395 0.60417 4.51227
C30 -4.54897 1.42865 2.37208
Cl3 -5.99802 1.18031 1.43313
C31 -3.41270 1.87221 1.68915
O3 -3.35599 2.06148 0.42328
C32 -2.17538 2.05164 2.49366
O4 -1.14230 2.48059 1.86748
C33 -2.21582 1.68229 3.83152
Cl4 -0.72293 1.69543 4.69791
C34 2.71111 1.42764 4.38531
N10 3.15978 0.04105 4.38333
C35 3.62427 -0.50674 5.63926
C36 2.78481 -0.78269 3.43410
N11 2.50462 -1.54011 2.60003
H24 1.96089 1.57581 5.15746
H25 2.28122 1.68448 3.42158
H26 3.56308 2.08377 4.56913
H27 2.86917 -0.37645 6.42206
H28 4.54147 0.00061 5.95023
H29 3.83203 -1.56832 5.52115
C37 -2.98364 3.50447 -2.37845
As1 -1.52784 3.86796 -1.11123
C38 -0.49725 5.03312 -2.31718
C39 -2.36963 5.22645 -0.02134
H30 -3.34424 4.43594 -2.82671
H31 -3.79861 3.01841 -1.84066
H32 -2.63861 2.84810 -3.17924
H33 -1.16831 5.60092 -2.96964
H34 0.18718 4.45026 -2.93225
H35 0.09568 5.72218 -1.71396
H36 -2.65798 6.08670 -0.63278
H37 -1.65936 5.54386 0.74061
H38 -3.24864 4.78322 0.44563

---

## b
The following is a quantum chemistry calculation of C39H38AsBaCl4N11O4P2 as an isolated structure, from OMol25.

Output
- LUMO energy: 3.47 eV
- HOMO-LUMO gap: 0.1871 Eh
- Total charge: -2
- Multiplicity: 1
- Molecular weight: 1140.8 g mol⁻¹

Cartesian coordinates (Å):
Ba1 -1.07489 -0.67425 1.08036
N1 -3.79024 -2.79595 -1.64990
C1 -2.51845 -2.54795 -2.08170
N2 -2.09749 -2.88754 -3.29855
N3 -0.82120 -2.47684 -3.34274
N4 -0.51494 -1.93110 -2.21259
N5 -1.55914 -1.94465 -1.37214
C2 -4.37662 -2.33531 -0.47587
N6 -5.69658 -2.37439 -0.31702
N7 -5.88385 -1.88547 0.92018
N8 -4.74479 -1.57233 1.45078
N9 -3.74477 -1.85436 0.58658
H1 -4.42059 -3.21201 -2.31087
O1 0.97237 -0.47752 -0.38323
P1 1.14462 -0.11450 -1.82932
C3 -0.16676 0.83980 -2.65229
P2 -1.15387 1.87342 -1.52174
O2 -1.96131 1.14169 -0.50979
C4 -2.24835 2.73046 -2.69709
C5 -2.10828 4.04347 -3.13123
C6 -3.03411 4.58752 -4.00889
C7 -4.10401 3.82607 -4.45273
C8 -4.25732 2.52027 -4.01087
C9 -3.33587 1.97586 -3.13314
C10 -0.06545 3.08253 -0.75137
C11 0.81318 3.89178 -1.47302
C12 1.60933 4.80787 -0.81383
C13 1.54783 4.90740 0.57125
C14 0.69013 4.09727 1.29521
C15 -0.12739 3.18870 0.63524
C16 2.46837 1.17958 -1.79611
C17 2.99401 1.76793 -2.94178
C18 4.03464 2.67607 -2.85431
C19 4.57289 2.99595 -1.61497
C20 4.06523 2.40587 -0.46859
C21 3.01811 1.50109 -0.55976
C22 2.05194 -1.24099 -2.91953
C23 3.09913 -1.93322 -2.32312
C24 3.90541 -2.76177 -3.08576
C25 3.67742 -2.88685 -4.44865
C26 2.63445 -2.19190 -5.04229
C27 1.81568 -1.37667 -4.27904
H2 -0.86891 0.21555 -3.20762
H3 0.31725 1.51516 -3.36566
H4 -1.29464 4.65483 -2.76779
H5 -2.92506 5.61428 -4.33580
H6 -4.82878 4.25646 -5.13264
H7 -5.10155 1.92738 -4.33756
H8 -3.47155 0.96798 -2.75642
H9 0.89728 3.78775 -2.54884
H10 2.29882 5.42367 -1.37769
H11 2.18475 5.61374 1.08907
H12 0.64622 4.15885 2.37486
H13 -0.79388 2.56262 1.22037
H14 2.60634 1.49843 -3.91999
H15 4.43655 3.12668 -3.75431
H16 5.38894 3.70514 -1.54553
H17 4.47685 2.65215 0.50186
H18 2.61630 1.04226 0.33538
H19 3.27678 -1.81844 -1.25899
H20 4.71361 -3.30801 -2.61600
H21 4.30628 -3.53499 -5.04649
H22 2.44223 -2.30422 -6.10188
H23 0.96971 -0.88009 -4.73672
Cl1 1.48630 3.76830 6.47713
C28 1.32820 2.36279 5.46358
C29 2.31001 1.39690 5.44792
Cl2 3.72162 1.56549 6.44820
C30 2.16481 0.27976 4.60923
Cl3 3.40455 -0.94815 4.56764
C31 1.06101 0.09260 3.77082
O3 0.91469 -0.91010 2.98828
C32 0.02818 1.12134 3.78415
O4 -0.98551 0.96804 3.00400
C33 0.19782 2.20779 4.64060
Cl4 -1.04493 3.43501 4.62408
C34 2.27065 -3.12480 1.71858
N10 1.36924 -4.12012 1.14826
C35 1.12485 -4.06863 -0.28736
C36 0.50784 -4.76553 1.90851
N11 -0.24531 -5.38027 2.54070
H24 3.31040 -3.44109 1.58454
H25 2.05128 -2.96078 2.76784
H26 2.10896 -2.16218 1.22971
H27 2.06031 -4.24898 -0.82400
H28 0.72893 -3.09380 -0.58990
H29 0.40380 -4.83457 -0.56513
C37 -3.44249 -3.85927 4.03897
As1 -2.19798 -2.36357 3.81383
C38 -1.01035 -2.67949 5.33943
C39 -3.31424 -0.97262 4.61264
H30 -3.73758 -3.97432 5.08444
H31 -2.96580 -4.77226 3.68413
H32 -4.31413 -3.63537 3.42442
H33 -1.57682 -2.93913 6.23709
H34 -0.43784 -1.76719 5.50722
H35 -0.31973 -3.48548 5.09183
H36 -3.73555 -1.29142 5.57003
H37 -4.11585 -0.76597 3.90410
H38 -2.71131 -0.07518 4.74706

---

Stability, lowest: a

---

## a
The following is a quantum chemistry calculation of C2H2O2S2 in the gas phase, from OMol25.

Output
- LUMO energy: -0.38 eV
- HOMO-LUMO gap: 0.3515 Eh
- Multiplicity: 1
- Molecular weight: 122.2 g mol⁻¹

Cartesian coordinates (Å):
C1 -0.73910 -1.07256 -0.00467
C2 0.41516 -1.36772 -0.08158
S1 2.12188 -1.62636 0.02795
S2 2.53050 0.42708 0.03268
O1 3.12763 0.72798 1.22223
O2 3.08113 0.80796 -1.25530
H1 -1.85813 -0.98088 -0.08146
H2 1.26424 1.19363 -0.04389

---

## b
The following is a quantum chemistry calculation of a 2-piece molecular cluster, C2H2O2S2 overall, from OMol25.

Output
- LUMO energy: -2.14 eV
- HOMO-LUMO gap: 0.2856 Eh
- Multiplicity: 1
- Molecular weight: 122.2 g mol⁻¹

Cartesian coordinates (Å):
C1 0.34939 0.55909 -1.14670
C2 1.36021 0.70028 -0.43289
O1 -1.96675 0.24027 1.25954
O2 -0.55526 0.40652 -1.87664
S1 -1.34463 -0.90790 0.66480
S2 -1.52020 -2.52734 1.76277
H1 1.37518 0.24046 0.52940
H2 2.30206 1.28863 -0.76028

---

## c
The following is a quantum chemistry calculation of a 2-piece molecular cluster, C2H2O2S2 overall, from OMol25.

Output
- LUMO energy: -0.06 eV
- HOMO-LUMO gap: 0.3428 Eh
- Multiplicity: 1
- Molecular weight: 122.2 g mol⁻¹

Cartesian coordinates (Å):
C1 1.41226 0.28260 0.71867
C2 -1.36455 2.31163 1.25864
O1 -0.77022 -0.83776 -0.58738
O2 -0.44309 2.95944 1.06038
S1 -2.62308 1.41878 1.46895
S2 0.37471 -0.83141 0.76263
H1 1.82819 0.96089 0.09253
H2 -1.65672 -1.03236 -0.20696

---

## d
The following is a quantum chemistry calculation of C2H2O2S2 in the gas phase, from OMol25.

Output
- LUMO energy: -1.09 eV
- HOMO-LUMO gap: 0.3053 Eh
- Multiplicity: 1
- Molecular weight: 122.2 g mol⁻¹

Cartesian coordinates (Å):
O1 0.00297 -1.83192 -0.27174
C1 0.15348 -0.72844 0.20177
S1 1.12085 -0.44064 1.69032
C2 -0.45843 0.54554 -0.36149
O2 -0.81539 1.48223 0.53352
S2 -0.63912 0.72733 -1.97128
H1 1.29243 -1.77698 1.95193
H2 -0.67105 1.08483 1.40757

---

Stability, lowest: a

---

## a
The following is a quantum chemistry calculation of a 13-piece molecular cluster, F6H24O12P overall, from OMol25.

Output
- LUMO energy: 2.16 eV
- HOMO-LUMO gap: 0.3711 Eh
- Total charge: -1
- Multiplicity: 1
- Molecular weight: 361.1 g mol⁻¹

Cartesian coordinates (Å):
P1 -13.51871 9.53519 -15.97897
F1 -13.87502 10.02611 -14.41997
F2 -12.54003 8.38607 -15.32183
F3 -14.84793 8.48788 -15.99246
F4 -13.26151 9.08728 -17.54173
F5 -14.46416 10.75277 -16.39167
F6 -12.26396 10.61014 -16.12092
O1 -10.43226 7.13654 -16.66118
H1 -11.20385 7.68070 -16.81859
H2 -9.69950 7.75239 -16.66474
O2 -17.76521 8.71431 -16.16451
H3 -18.43500 8.36983 -15.57379
H4 -17.77992 8.12140 -16.91582
O3 -12.16582 12.86490 -13.86498
H5 -12.82784 12.19419 -14.03263
H6 -12.65645 13.68654 -13.84440
O4 -16.80225 10.32168 -14.19117
H7 -17.02689 10.00410 -15.06577
H8 -15.85180 10.43304 -14.21308
O5 -15.12048 11.68809 -12.25000
H9 -15.78832 11.05682 -12.51778
H10 -15.01927 12.26580 -13.00646
O6 -9.01886 9.28950 -14.83883
H11 -9.91277 9.38681 -14.51066
H12 -9.08682 9.46781 -15.77681
O7 -14.34469 12.55526 -18.39032
H13 -14.20855 11.85074 -17.75680
H14 -14.55347 13.32149 -17.85597
O8 -9.86044 10.29837 -17.37084
H15 -9.84413 10.96737 -18.05525
H16 -10.59455 10.54737 -16.80931
O9 -15.91300 6.82778 -14.11604
H17 -15.17620 6.98222 -14.70724
H18 -15.74022 5.96585 -13.73730
O10 -15.09364 13.33581 -14.46509
H19 -14.85871 13.48571 -15.38082
H20 -15.62886 14.09302 -14.22759
O11 -11.64814 9.97645 -12.28872
H21 -12.18848 9.18635 -12.28655
H22 -12.11938 10.58791 -12.85466
O12 -13.85326 5.52263 -16.58891
H23 -13.19483 6.17637 -16.35369
H24 -13.86438 5.52681 -17.54603

---

## b
The following is a quantum chemistry calculation of a 13-piece molecular cluster, F6H24O12P overall, from OMol25.

Output
- LUMO energy: 2.76 eV
- HOMO-LUMO gap: 0.3975 Eh
- Total charge: -1
- Multiplicity: 1
- Molecular weight: 361.1 g mol⁻¹

Cartesian coordinates (Å):
P1 0.42424 -0.24388 0.58404
F1 1.99886 0.18305 0.55633
F2 0.43906 -0.01228 2.22249
F3 0.01467 1.36368 0.33946
F4 -1.13524 -0.57969 0.62381
F5 0.36670 -0.33116 -1.00608
F6 0.83437 -1.76867 0.70812
O1 -2.96133 1.37806 0.26387
H1 -2.21595 1.05039 0.76714
H2 -2.70504 2.26293 0.00397
O2 2.00395 2.61512 -0.79929
H3 1.58957 1.91227 -0.29877
H4 2.94291 2.47718 -0.67457
O3 -1.53518 -2.48664 -1.58828
H5 -1.36625 -2.33343 -0.65864
H6 -1.65334 -1.61171 -1.95811
O4 -3.46039 -0.20291 -1.97187
H7 -4.35344 -0.46074 -1.74335
H8 -3.18810 0.37598 -1.25985
O5 -0.19114 0.88687 5.28652
H9 -0.84849 0.97863 4.59681
H10 -0.29124 -0.01366 5.59518
O6 1.68174 -2.51075 -2.10051
H11 2.50726 -2.73380 -1.67041
H12 1.30879 -1.81564 -1.55833
O7 0.97700 -1.93146 3.96276
H13 0.88517 -1.26858 3.27836
H14 0.09726 -2.29464 4.06469
O8 -0.81286 0.96011 -3.86942
H15 -1.59802 1.11401 -4.39485
H16 -1.07080 0.28153 -3.24554
O9 -1.64039 3.67497 -0.23391
H17 -1.50635 3.54867 -1.17323
H18 -0.88706 3.24929 0.17538
O10 -0.06131 3.36733 -2.61466
H19 0.61784 2.97617 -2.06513
H20 -0.36428 2.64877 -3.16974
O11 4.39073 -0.62703 1.75606
H21 4.19681 -0.02804 2.47706
H22 3.54321 -0.78371 1.33966
O12 0.78662 -4.40257 0.13833
H23 0.91493 -3.72705 -0.52759
H24 1.32436 -5.13691 -0.15802

---

Stability, lowest: a

---

## a
The following is a quantum chemistry calculation of a 2-piece molecular cluster, CH5S3 overall, from OMol25.

Output
- LUMO energy: 3.63 eV
- HOMO-LUMO gap: 0.2377 Eh
- Total charge: -1
- Multiplicity: 1
- Molecular weight: 113.3 g mol⁻¹

Cartesian coordinates (Å):
S1 0.54205 1.71421 1.67509
H1 1.72705 1.73345 1.08479
C1 1.43675 -0.95720 -0.94233
S2 -0.23708 -0.52104 -1.48832
S3 -1.34389 -0.67745 0.30965
H2 1.41491 -1.23615 0.11848
H3 1.92846 -1.65114 -1.62269
H4 2.03838 -0.05942 -0.81390
H5 -0.11733 0.68256 0.83392

---

## b
The following is a quantum chemistry calculation of a 2-piece molecular cluster, CH5S3 overall, from OMol25.

Output
- LUMO energy: 3.54 eV
- HOMO-LUMO gap: 0.2194 Eh
- Total charge: -1
- Multiplicity: 1
- Molecular weight: 113.3 g mol⁻¹

Cartesian coordinates (Å):
S1 -0.30715 -3.57037 1.41966
H1 -0.97245 -2.55584 1.94465
C1 -0.04952 2.10735 -0.79733
S2 0.19485 0.34760 -1.45052
S3 1.22080 -0.59436 0.10907
H2 -0.77172 1.74688 -0.00866
H3 0.88918 2.59609 -0.61939
H4 -0.73928 2.58482 -1.49922
H5 0.53528 -2.66218 0.90174

---

Stability, lowest: b